{
  "formula": "C6H13N2",
  "method": "ωB97M-V/def2-TZVPD",
  "gap_ev": 9.488,
  "total_charge": 1,
  "homo_energy_ev": -13.21,
  "e_lumo_ev": -3.72,
  "smiles": "C/C=C/N(C)C(C)=[NH2+]",
  "de_lowest_ev": 2.0030,
  "symbols": ["C", "C", "C", "N", "C", "C", "C", "N", "H", "H", "H", "H", "H", "H", "H", "H", "H", "H", "H", "H", "H"],
  "coordinates": [[1.07123, 2.86048, 0.84347], [0.72825, 1.47325, 0.74767], [0.48882, 0.92229, -0.45035], [0.04376, -0.41823, -0.56025], [0.16078, -0.81116, -1.96173], [-0.65028, -1.06714, 0.35513], [-0.78056, -2.57923, 0.07238], [-1.32571, -0.60138, 1.41597], [0.18275, 3.32311, 1.28176], [1.18810, 3.17659, -0.26646], [2.07776, 3.10971, 1.37092], [0.73005, 0.82640, 1.70254], [0.75899, 1.43369, -1.46775], [-0.32039, -1.75315, -2.26098], [1.19286, -0.67972, -2.13330], [-0.49320, 0.00482, -2.45601], [-1.19642, -2.75857, -0.96159], [-1.40183, -3.09527, 0.81116], [0.27857, -2.85635, 0.17793], [-1.36653, -0.91785, 2.40444], [-1.36699, 0.40773, 1.33505]],
  "forces_ev_per_a": [[2.0, 2.1, -1.4], [0.5, -2.8, 0.6], [0.6, 1.2, 0.0], [-1.1, 0.5, 0.9], [-2.7, 0.9, -0.7], [-1.1, -3.5, -0.7], [0.3, 1.0, -0.1], [0.7, 1.9, -0.1], [0.5, 0.7, 0.1], [-0.2, 0.2, 2.0], [-2.0, -0.5, -0.6], [-0.2, 1.1, -1.6], [-0.9, -0.9, 2.3], [0.9, 0.3, 0.4], [1.0, -0.3, -1.2], [1.4, -1.3, 0.1], [0.6, 0.0, 1.4], [0.2, 0.3, -0.2], [-0.4, -0.8, -0.4], [0.1, -0.5, -1.5], [-0.1, 0.2, 0.7]]
}